{"formula": "C26H35AsN3O2PS7Ti", "method": "ωB97M-V/def2-TZVPD", "elements": ["Ti", "C", "C", "C", "C", "C", "C", "C", "H", "H", "H", "H", "H", "H", "H", "H", "S", "As", "S", "S", "S", "C", "N", "C", "P", "O", "N", "C", "C", "N", "C", "C", "H", "H", "H", "H", "H", "H", "H", "H", "H", "H", "H", "H", "H", "H", "H", "H", "H", "H", "O", "C", "C", "C", "C", "C", "S", "C", "C", "C", "C", "S", "C", "C", "C", "C", "S", "H", "H", "H", "H", "H", "H", "H", "H", "H"], "positions_angstrom": [[0.7589, 0.7403, 0.2812], [-1.5849, -1.9950, -2.3205], [-0.1717, -2.0919, -1.8136], [0.8880, -1.6134, -2.5802], [2.1863, -1.6255, -2.0940], [2.4522, -2.1170, -0.8216], [1.4086, -2.6254, -0.0668], [0.1100, -2.6198, -0.5583], [-1.8424, -0.9574, -2.5472], [-2.2944, -2.3475, -1.5700], [-1.7303, -2.5843, -3.2302], [0.6855, -1.1788, -3.5552], [2.9901, -1.1889, -2.6732], [3.4527, -2.0602, -0.4102], [1.6132, -3.0076, 0.9257], [-0.7019, -2.9993, 0.0509], [5.4440, 0.3179, 1.0168], [3.5983, 1.4055, 1.2447], [2.0930, 0.0537, 2.2288], [2.7114, 1.7215, -0.7689], [3.5889, 3.2391, 2.3917], [-3.8267, -0.7870, 1.8321], [-2.9367, -1.4499, 2.7651], [-3.5777, -1.8519, 3.9960], [-1.3350, -0.9595, 2.8236], [-0.9997, -0.4354, 1.4728], [-1.1174, 0.1613, 4.0053], [-0.9328, -0.1032, 5.4159], [-0.9266, 1.5770, 3.6739], [-0.6211, -2.3325, 3.3859], [0.6740, -2.3525, 4.0588], [-0.9623, -3.6337, 2.8329], [-4.6073, -1.4797, 1.4997], [-3.2550, -0.4584, 0.9699], [-4.3164, 0.0859, 2.2857], [-4.3848, -2.5624, 3.7891], [-4.0134, -0.9947, 4.5296], [-2.8689, -2.3412, 4.6618], [-1.0798, -1.1556, 5.6505], [-1.6497, 0.4809, 6.0043], [0.0760, 0.1869, 5.7284], [-1.0973, 1.7549, 2.6153], [0.1000, 1.8837, 3.8882], [-1.6410, 2.1755, 4.2500], [1.4326, -2.7789, 3.4004], [0.6018, -2.9601, 4.9690], [1.0147, -1.3540, 4.3074], [-1.8801, -3.5779, 2.2522], [-1.1058, -4.3602, 3.6416], [-0.1564, -3.9956, 2.1879], [-0.6687, 1.3877, -0.8375], [-0.9602, 2.5970, -1.4278], [-0.1619, 2.7672, -2.7103], [0.7358, 3.7314, -3.0464], [1.2630, 3.5577, -4.3657], [0.7273, 2.4724, -4.9893], [-0.3875, 1.6610, -3.9941], [-0.6768, 3.7805, -0.4748], [-1.1237, 5.0659, -0.5981], [-0.6744, 5.9101, 0.4574], [0.0981, 5.2263, 1.3542], [0.2963, 3.5965, 0.9260], [-2.4489, 2.6268, -1.7573], [-3.1631, 3.3828, -2.6384], [-4.5646, 3.0985, -2.5861], [-4.8447, 2.1274, -1.6683], [-3.4429, 1.5620, -0.8949], [1.0368, 4.5047, -2.3564], [2.0162, 4.1946, -4.8050], [0.9672, 2.0882, -5.9670], [-1.7481, 5.4029, -1.4141], [-0.8992, 6.9648, 0.5315], [0.6085, 5.5956, 2.2276], [-2.7030, 4.0954, -3.3096], [-5.3088, 3.5816, -3.2036], [-5.8084, 1.7081, -1.4293]], "multiplicity": 3, "lumo_ev": [3.78, 3.78], "gap_ev": [3.881, 4.793], "s_squared": 2.00, "charge": -2}

***

{"formula": "C2H6ClPS", "method": "ωB97M-V/def2-TZVPD", "elements": ["C", "C", "P", "S", "Cl", "H", "H", "H", "H", "H", "H"], "positions_angstrom": [[-0.6143, 1.6546, 0.9697], [1.1489, -0.7891, -0.9877], [-0.4568, -0.1472, -3.4855], [-0.5630, -0.2181, -1.3481], [-2.3219, 0.0968, -4.1361], [0.3995, 2.0568, 1.0291], [-1.3857, 2.2699, 0.3934], [-0.9270, 0.8307, 1.6551], [1.8369, -0.1149, -1.3080], [1.4309, -1.6623, -1.6025], [1.0462, -1.0565, 0.1079]], "relative_energy_kcal_mol": 68.1, "lumo_ev": [-0.82, 0.14], "gap_ev": [7.429, 7.677]}

***

{"formula": "C8H17AlNO5S", "method": "ωB97M-V/def2-TZVPD", "elements": ["C", "C", "N", "C", "C", "O", "S", "O", "O", "C", "O", "C", "C", "C", "O", "H", "H", "H", "H", "H", "H", "H", "H", "H", "H", "H", "H", "H", "H", "H", "H", "H", "Al"], "positions_angstrom": [[-2.6524, -0.6881, 0.0111], [-2.4152, 0.8875, 0.2507], [-1.0934, 1.4169, -0.2059], [0.0774, 0.7850, 0.4513], [0.3608, 1.3243, 1.9571], [0.6571, 0.2743, 2.9136], [2.1965, -0.4183, 2.6734], [3.0294, 0.4599, 1.7552], [1.8681, -1.9043, 1.9289], [2.3532, -1.9604, 0.5713], [1.6687, -3.0964, -0.0430], [1.8249, -3.0653, -1.4823], [-0.9667, 1.4637, -1.6963], [-0.6162, 2.9076, -2.3368], [-1.0827, 0.4697, -2.4456], [-2.9729, -1.1542, 1.0291], [-1.7410, -1.2523, -0.3911], [-3.5310, -0.9221, -0.6998], [-2.6413, 1.1759, 1.3613], [-3.2146, 1.4367, -0.3790], [1.0071, 1.0827, -0.1625], [0.0665, -0.3575, 0.4759], [1.1154, 2.1984, 1.9771], [-0.6379, 1.8022, 2.3093], [2.0916, -1.0509, -0.0762], [3.4773, -2.2404, 0.5383], [2.9106, -3.4150, -1.7036], [1.5877, -2.0579, -1.9639], [1.1241, -3.8673, -1.9189], [-1.2038, 3.0641, -3.3065], [0.5003, 3.0505, -2.5149], [-0.9895, 3.6983, -1.5870], [-2.1581, -0.0475, 2.7097]], "lumo_ev": -17.54, "gap_ev": 2.841, "charge": 3}

***

So what do the calculations give for DFT total energy? Going down the list: -7540.6238 -1279.4337 -1385.0392 hartree.
So what do the calculations give for molecular weight? Going down the list: 799.817 128.564 266.275 g mol⁻¹.